Record 1
{
  "formula": "C12H14BF5N6Ru",
  "method": "ωB97M-V with the def2-TZVPD basis set",
  "lumo_energy_ha": [-0.2913, -0.4307],
  "homo_lumo_gap_ev": [8.07, 4.13],
  "multiplicity": 5,
  "charge": 2,
  "s_squared": 6.028,
  "homo_energy_ev": [-16.00, -15.85],
  "symbols": ["H", "N", "B", "N", "C", "Ru", "H", "C", "H", "C", "H", "C", "H", "H", "H", "N", "N", "N", "N", "C", "C", "H", "H", "C", "C", "C", "C", "H", "H", "H", "H", "H", "F", "C", "F", "C", "F", "F", "F"],
  "coordinates": [[-3.28264, 0.58536, 0.01291], [-1.68021, 0.07578, -1.28082], [-0.23727, -0.53741, -3.31574], [-1.58547, -0.17748, -2.63492], [-2.80886, -0.07468, -3.18127], [0.08891, -0.05287, -0.01848], [-2.90740, -0.25079, -4.23074], [-3.70308, 0.26293, -2.18238], [-4.75426, 0.42670, -2.29553], [-2.96771, 0.35077, -0.99798], [-0.32845, -0.75244, -4.49233], [1.79383, -0.26293, 0.94475], [1.65519, -0.06619, 2.01952], [2.50417, 0.48912, 0.55655], [2.19043, -1.28538, 0.81986], [0.27896, -1.77504, -2.52929], [0.72145, 0.62552, -2.96818], [0.42121, -1.74606, -1.15052], [0.94865, 1.01375, -1.66192], [0.63849, -2.99382, -2.96274], [1.43474, 1.41832, -3.79016], [0.58080, -3.18526, -4.00874], [1.37379, 1.25484, -4.83119], [1.02338, -3.75457, -1.86965], [2.13462, 2.34071, -3.00132], [0.87801, -2.95231, -0.74197], [1.80162, 2.05163, -1.67600], [1.37173, -4.76160, -1.86244], [2.78205, 3.10352, -3.33543], [1.09162, -3.12699, 0.30811], [2.14570, 2.52427, -0.76877], [-0.81713, -1.09628, 0.87645], [0.81603, 2.25833, 1.55250], [-0.42634, 1.75993, 1.95000], [-0.24225, 0.77946, 2.90918], [-1.09308, 2.93927, 2.74407], [-0.24920, 3.30457, 3.73682], [-1.31599, 4.00746, 1.93413], [-2.25959, 2.51385, 3.29323]],
  "forces_ev_per_angstrom": [[0.0, -0.1, -0.2], [-2.7, 1.0, 1.0], [1.4, -0.1, 0.7], [-2.9, 0.1, -1.6], [3.9, -0.7, -0.6], [0.2, -2.4, -0.9], [-0.4, 0.0, -0.4], [-1.8, 0.5, 1.0], [-0.4, 0.1, -0.1], [2.3, -0.4, 0.3], [-0.1, 0.1, 0.3], [1.1, -0.4, 0.6], [0.0, -0.1, -0.3], [-0.1, -0.4, 0.1], [0.0, 0.6, 0.0], [0.0, -0.2, 0.8], [0.2, 0.6, 0.4], [0.0, 0.7, 0.4], [-0.1, 0.1, -0.4], [-0.2, 0.9, 0.9], [0.1, 0.4, 1.8], [0.1, -0.4, -0.4], [0.1, 0.1, -0.9], [0.1, -0.1, 0.5], [-0.7, -0.8, -0.1], [-0.2, 0.5, -1.0], [-0.4, -0.5, -1.1], [0.1, -0.4, -0.1], [0.6, 0.6, -0.3], [-0.1, -0.1, -0.3], [-0.1, 0.0, 0.0], [0.2, 0.6, -0.3], [-2.0, -1.2, 0.1], [3.1, 0.3, 3.2], [-0.4, 1.3, -2.2], [-1.5, 1.3, 0.4], [-0.9, -0.6, -1.4], [0.3, -1.5, 0.9], [1.4, 0.5, -0.9]]
}

---

Record 2
{
  "formula": "C12H14Br2INO5",
  "method": "ωB97M-V with the def2-TZVPD basis set",
  "lumo_energy_ha": -0.0601,
  "homo_lumo_gap_ev": 7.38,
  "multiplicity": 1,
  "smiles": "COC[C@@](N)(I)/C(Br)=C(\\C)Br.O=C1C=C(O)C(=O)C=C1O",
  "charge": 0,
  "homo_energy_ev": -9.02,
  "symbols": ["C", "O", "C", "C", "N", "I", "C", "Br", "C", "C", "Br", "H", "H", "H", "H", "H", "H", "H", "H", "H", "H", "O", "C", "C", "C", "O", "C", "O", "C", "C", "O", "H", "H", "H", "H"],
  "coordinates": [[-0.13154, 5.69971, 1.39285], [-1.10405, 4.96327, 2.10026], [-0.63830, 3.87434, 2.85277], [-0.42207, 2.51642, 2.10657], [-0.89529, 1.48206, 3.02131], [-1.71076, 2.60809, 0.34612], [1.02367, 2.18496, 1.70531], [2.41069, 3.38097, 2.24991], [1.37065, 1.07054, 1.03239], [0.44946, 0.04527, 0.45130], [3.18305, 0.65785, 0.62572], [-0.66081, 6.34355, 0.69574], [0.44964, 6.33875, 2.05787], [0.53819, 5.06962, 0.81566], [0.25259, 4.13309, 3.41523], [-1.42439, 3.66486, 3.56875], [-1.74577, 1.04504, 2.70881], [-0.18287, 0.79404, 3.19900], [-0.47017, -0.07272, 1.00504], [0.17101, 0.35763, -0.55445], [0.94215, -0.91435, 0.36182], [0.94996, -5.39238, -4.45389], [0.45730, -4.77442, -3.53056], [-0.13684, -5.39386, -2.35910], [-0.66526, -4.62086, -1.40172], [-1.22664, -5.10291, -0.30215], [-0.66709, -3.11886, -1.49868], [-1.17763, -2.49868, -0.58374], [-0.06091, -2.49828, -2.66103], [0.47048, -3.27082, -3.61853], [1.04173, -2.78850, -4.71028], [-0.13259, -6.47281, -2.29978], [-1.53121, -4.32989, 0.20839], [-0.05859, -1.41892, -2.71710], [1.33224, -3.56179, -5.22980]],
  "forces_ev_per_angstrom": [[-0.1, 0.2, -0.1], [0.1, -0.1, 0.1], [-0.5, 0.2, -0.2], [0.4, 0.1, 0.6], [0.2, 0.2, -0.1], [-0.1, 0.1, -0.2], [0.3, -0.4, -0.5], [-0.2, -0.1, 0.0], [0.0, 0.4, 0.3], [0.0, 0.1, -0.2], [-0.1, 0.1, 0.0], [-0.1, 0.0, 0.0], [0.2, -0.1, 0.2], [0.1, -0.2, -0.1], [0.2, 0.0, 0.1], [-0.1, -0.1, 0.0], [-0.2, -0.1, 0.1], [0.0, -0.2, -0.1], [-0.1, 0.0, 0.1], [0.0, 0.0, -0.1], [0.1, -0.1, 0.1], [0.1, 0.1, -0.2], [-0.2, -0.3, 0.3], [0.1, -0.1, -0.2], [0.0, -0.2, 0.0], [0.0, 0.0, 0.0], [0.2, 0.3, -0.3], [-0.1, -0.1, 0.2], [-0.1, 0.1, 0.2], [0.0, 0.2, 0.0], [0.0, 0.0, 0.0], [0.0, 0.0, 0.0], [0.0, 0.1, 0.0], [0.0, 0.0, 0.0], [0.0, -0.1, 0.0]]
}